Molecular formula: C16H30GaI2IrN2O3S3
Method: DFT, ωB97M-V with the def2-TZVPD basis set

## Properties
Frontier orbital gap (alpha / beta): 4.50 / 5.00 eV
Highest occupied orbital energy (alpha / beta): -0.7092 / -0.7308 Eh
Strongest force on any atom: 7.382 eV/A
E: -4780.193549 a.u.

The geometry in ORCA input format:
```
! RIJCOSX wB97M-V def2-TZVPD def2/J DEFGRID3
* xyz 4 5
I -1.106 2.828 -1.941
I 0.971 3.757 -3.749
Ga 2.310 -0.674 -1.858
Ir -0.199 0.409 -0.831
S 0.304 0.210 -3.083
S 1.730 1.583 -1.071
C -0.491 -1.300 -0.260
C -0.752 -1.061 -3.995
C 2.478 2.228 0.575
C -0.151 -1.073 -5.403
C -0.700 -2.449 -3.373
C -2.187 -0.547 -4.048
C 3.647 3.047 0.041
C 2.986 1.116 1.470
C 1.448 3.126 1.247
C 2.789 -1.910 -3.355
C 4.210 -0.555 -1.235
O -0.710 -2.450 -0.071
O 3.155 -2.640 -4.178
O 5.338 -0.529 -0.971
H 0.887 -1.423 -5.377
H -0.167 -0.054 -5.806
H -0.742 -1.733 -6.062
H 0.310 -2.876 -3.434
H -1.413 -3.096 -3.921
H -1.009 -2.434 -2.326
H -2.629 -0.527 -3.047
H -2.788 -1.212 -4.696
H -2.200 0.468 -4.456
H 4.178 3.535 0.867
H 3.280 3.809 -0.647
H 4.346 2.402 -0.492
H 3.683 1.556 2.204
H 3.524 0.364 0.888
H 2.170 0.635 2.023
H 1.899 3.616 2.126
H 0.570 2.559 1.571
H 1.127 3.898 0.543
C -0.064 0.582 4.577
N -1.293 0.026 4.054
C -2.493 0.109 4.879
C -1.278 -0.582 2.858
S 0.214 -0.640 2.075
N -2.484 -1.145 2.433
C -2.825 -2.505 2.854
C -3.225 -0.694 1.265
H -0.341 1.149 5.460
H 0.397 1.245 3.840
H 0.654 -0.196 4.847
H -3.365 0.145 4.221
H -2.558 -0.747 5.564
H -2.416 1.038 5.445
H -3.898 -2.594 3.085
H -2.613 -3.220 2.041
H -2.261 -2.804 3.743
H -2.828 0.266 0.919
H -3.129 -1.433 0.455
H -4.297 -0.603 1.515
*
```

=====

Molecular formula: C10H40N21O13V
Method: DFT, ωB97M-V with the def2-TZVPD basis set

## Properties
Frontier orbital gap (alpha / beta): 7.90 / 3.04 eV
Highest occupied orbital energy (alpha / beta): -0.4638 / -0.4771 Eh
Strongest force on any atom: 10.061 eV/A
E: -3476.639329 a.u.

The geometry in ORCA input format:
```
! RIJCOSX wB97M-V def2-TZVPD def2/J DEFGRID3
* xyz 2 5
V 15.645 -29.452 10.522
N 15.828 -26.727 11.007
O 15.815 -25.513 11.222
O 16.875 -27.411 10.984
O 14.868 -27.352 10.788
C 15.952 -30.570 13.478
O 15.859 -29.716 12.607
N 15.119 -31.512 13.690
N 16.967 -30.695 14.249
H 14.190 -31.438 13.302
H 15.235 -32.179 14.440
H 16.930 -31.269 15.079
H 17.669 -29.973 14.170
C 15.032 -24.684 7.994
O 16.251 -24.957 7.879
N 14.431 -24.160 8.963
N 14.106 -24.780 7.163
H 13.734 -23.446 8.804
H 14.909 -24.158 9.852
H 13.133 -24.694 7.420
H 14.243 -25.101 6.215
C 18.578 -30.251 9.585
O 17.631 -30.026 10.318
N 19.733 -30.869 9.919
N 18.551 -29.928 8.308
H 20.408 -30.308 9.420
H 19.918 -31.272 10.826
H 17.704 -29.775 7.781
H 19.379 -30.205 7.800
C 16.551 -24.918 14.517
O 16.742 -24.654 15.687
N 16.883 -26.043 14.049
N 16.011 -24.123 13.678
H 16.891 -26.220 13.055
H 17.638 -26.425 14.600
H 15.793 -23.171 13.934
H 15.914 -24.428 12.720
C 20.629 -28.341 11.954
O 21.036 -28.098 10.821
N 21.135 -29.145 12.835
N 19.536 -27.888 12.496
H 22.041 -29.565 12.686
H 20.489 -29.538 13.504
H 19.029 -27.311 11.840
H 19.552 -28.069 13.490
C 19.634 -25.310 7.978
O 20.792 -25.569 7.967
N 18.978 -24.633 7.097
N 18.874 -25.723 8.881
H 19.444 -24.065 6.405
H 17.986 -24.800 7.182
H 19.152 -26.667 9.108
H 17.923 -25.425 9.046
C 12.290 -29.768 11.160
O 13.460 -29.604 10.982
N 11.755 -30.792 11.742
N 11.418 -28.804 10.932
H 10.777 -30.986 11.585
H 12.228 -31.626 12.059
H 10.454 -28.883 11.223
H 11.813 -27.875 10.905
C 13.563 -27.811 14.606
O 13.520 -28.985 14.872
N 13.335 -27.305 13.409
N 13.685 -26.858 15.481
H 13.276 -26.329 13.157
H 13.288 -28.053 12.732
H 13.707 -26.973 16.484
H 13.704 -25.913 15.126
C 11.577 -25.342 11.652
O 10.517 -25.677 12.196
N 11.860 -25.556 10.406
N 12.415 -24.513 12.238
H 12.757 -25.350 9.991
H 11.179 -25.879 9.734
H 12.187 -24.193 13.169
H 13.346 -24.483 11.847
C 15.240 -28.875 7.298
O 15.362 -28.951 8.531
N 14.686 -29.820 6.657
N 15.614 -27.835 6.615
H 14.360 -30.585 7.232
H 14.562 -29.787 5.656
H 15.967 -26.988 7.038
H 15.418 -27.684 5.635
*
```

=====

What did the first record say?
Molecular formula: C16H30GaI2IrN2O3S3
Method: DFT, ωB97M-V with the def2-TZVPD basis set

## Properties
Frontier orbital gap (alpha / beta): 4.50 / 5.00 eV
Highest occupied orbital energy (alpha / beta): -0.7092 / -0.7308 Eh
Strongest force on any atom: 7.382 eV/A
E: -4780.193549 a.u.

The geometry in ORCA input format:
```
! RIJCOSX wB97M-V def2-TZVPD def2/J DEFGRID3
* xyz 4 5
I -1.106 2.828 -1.941
I 0.971 3.757 -3.749
Ga 2.310 -0.674 -1.858
Ir -0.199 0.409 -0.831
S 0.304 0.210 -3.083
S 1.730 1.583 -1.071
C -0.491 -1.300 -0.260
C -0.752 -1.061 -3.995
C 2.478 2.228 0.575
C -0.151 -1.073 -5.403
C -0.700 -2.449 -3.373
C -2.187 -0.547 -4.048
C 3.647 3.047 0.041
C 2.986 1.116 1.470
C 1.448 3.126 1.247
C 2.789 -1.910 -3.355
C 4.210 -0.555 -1.235
O -0.710 -2.450 -0.071
O 3.155 -2.640 -4.178
O 5.338 -0.529 -0.971
H 0.887 -1.423 -5.377
H -0.167 -0.054 -5.806
H -0.742 -1.733 -6.062
H 0.310 -2.876 -3.434
H -1.413 -3.096 -3.921
H -1.009 -2.434 -2.326
H -2.629 -0.527 -3.047
H -2.788 -1.212 -4.696
H -2.200 0.468 -4.456
H 4.178 3.535 0.867
H 3.280 3.809 -0.647
H 4.346 2.402 -0.492
H 3.683 1.556 2.204
H 3.524 0.364 0.888
H 2.170 0.635 2.023
H 1.899 3.616 2.126
H 0.570 2.559 1.571
H 1.127 3.898 0.543
C -0.064 0.582 4.577
N -1.293 0.026 4.054
C -2.493 0.109 4.879
C -1.278 -0.582 2.858
S 0.214 -0.640 2.075
N -2.484 -1.145 2.433
C -2.825 -2.505 2.854
C -3.225 -0.694 1.265
H -0.341 1.149 5.460
H 0.397 1.245 3.840
H 0.654 -0.196 4.847
H -3.365 0.145 4.221
H -2.558 -0.747 5.564
H -2.416 1.038 5.445
H -3.898 -2.594 3.085
H -2.613 -3.220 2.041
H -2.261 -2.804 3.743
H -2.828 0.266 0.919
H -3.129 -1.433 0.455
H -4.297 -0.603 1.515
*
```

=====

> Look up the strongest force on any atom of the first one.

7.382 eV/A

=====

> What is the formula in the second record?

C10H40N21O13V

=====

> Which value of strongest force on any atom does entry 2 give?

10.061 eV/A